Entry from OMol25: 2 unconnected molecules or ions with the total composition C3H6N2O2 in a non-equilibrium geometry (ωB97M-V/def2-TZVPD).

Each line ends with the Löwdin charge.
Atoms and positions in Å:
H: -1.23494 1.99151 0.47411  0.0902
H: 2.79241 -1.92741 0.91747  0.1051
C: 1.15037 -0.82137 0.40059  -0.6792
N: -1.58024 -0.85726 -0.90152  0.1670
H: -0.37694 -1.61253 -0.55603  0.0802
H: -2.79982 1.83769 -0.38091  0.0938
H: 2.89876 -0.22277 1.27537  0.1078
C: -1.72448 1.67669 -0.45251  -0.0417
O: 0.55210 -1.91238 -0.00126  0.0438
H: -1.30106 2.25711 -1.27059  0.0941
N: 2.39953 -1.00394 0.89016  0.1721
C: -1.45182 0.27527 -0.66109  -0.2185
O: 0.67613 0.31937 0.26622  -0.0145

Summary:
Kohn-Sham gap   10.79 eV
Total energy   -10283.734 eV
SMILES   NC(=O)O.CC#N
Spin multiplicity   1
ΔE to the lowest compared entry with this formula, charge and spin   102.6 kJ/mol